No. 1
Density functional theory data (the ωB97M-V functional and the def2-TZVPD basis) for a molecular structure, C25H41BrMoN4S7Si4Te2 in a non-equilibrium geometry.

CARTESIAN COORDINATES (ANGSTROEM)
Mo1 0.524 -1.025 -1.696
S1 -1.941 -7.879 -2.717
C1 -1.464 -6.331 -2.516
S2 -0.682 -5.412 -3.771
C2 -0.493 -3.921 -2.870
C3 -0.949 -3.928 -1.599
S3 -0.926 -2.563 -0.533
S4 -1.662 -5.433 -1.042
S5 0.291 -2.572 -3.638
C4 -2.361 3.736 -0.886
Si1 -1.269 3.911 0.659
C5 -1.992 5.254 1.783
C6 0.432 4.495 0.067
Si2 -1.129 1.794 1.710
Te1 0.707 0.584 0.388
Si3 -0.117 1.807 3.842
C7 0.063 0.028 4.471
C8 1.609 2.584 3.792
C9 -1.148 2.744 5.127
Si4 -3.141 0.552 1.703
C10 -4.389 1.508 2.764
C11 -3.806 0.374 -0.061
C12 -2.933 -1.177 2.432
H1 -2.111 4.489 -1.637
H2 -3.421 3.845 -0.647
H3 -2.223 2.753 -1.342
H4 -2.024 6.217 1.269
H5 -1.386 5.376 2.683
H6 -3.008 5.007 2.098
H7 0.347 5.398 -0.541
H8 0.915 3.722 -0.535
H9 1.096 4.713 0.906
H10 0.409 -0.635 3.673
H11 -0.892 -0.358 4.834
H12 0.777 -0.030 5.296
H13 2.214 2.125 3.007
H14 2.122 2.447 4.746
H15 1.559 3.657 3.591
H16 -2.099 2.239 5.310
H17 -1.370 3.766 4.811
H18 -0.612 2.795 6.077
H19 -4.528 2.525 2.390
H20 -4.035 1.580 3.795
H21 -5.364 1.015 2.777
H22 -3.993 1.346 -0.522
H23 -4.739 -0.193 -0.076
H24 -3.080 -0.162 -0.680
H25 -2.524 -1.137 3.444
H26 -2.255 -1.777 1.824
H27 -3.893 -1.697 2.479
C13 4.621 -1.508 2.544
C14 3.536 -2.594 2.515
C15 3.120 -2.881 1.114
N1 2.242 -2.202 0.487
N2 2.059 -2.537 -0.828
C16 2.853 -3.523 -1.202
N3 2.941 -4.069 -2.416
S6 3.856 -4.110 0.105
H28 4.976 -1.358 3.564
H29 4.213 -0.568 2.173
H30 5.469 -1.787 1.917
H31 2.657 -2.238 3.053
H32 3.898 -3.509 2.986
H33 2.425 -3.652 -3.181
H34 3.660 -4.740 -2.613
Br1 -3.910 2.235 -5.554
C17 -2.718 1.392 -4.367
C18 -2.939 0.086 -3.956
C19 -2.035 -0.498 -3.100
N4 -0.916 0.116 -2.650
C20 -0.756 1.401 -3.026
C21 -1.614 2.066 -3.871
H35 -3.801 -0.469 -4.295
H36 -2.207 -1.502 -2.742
H37 0.112 1.905 -2.625
H38 -1.420 3.097 -4.128
Te2 2.767 0.301 -2.172
C22 3.940 -1.059 -3.262
C23 3.740 -1.574 -4.508
C24 4.755 -2.486 -4.906
C25 5.716 -2.646 -3.957
S7 5.394 -1.678 -2.574
H39 2.885 -1.313 -5.117
H40 4.772 -2.994 -5.860
H41 6.602 -3.260 -3.984

Properties
Kohn-Sham gap (alpha / beta): 5.054 / 6.088 eV
LUMO energy (alpha / beta): -1.95 / -1.15 eV
Largest force on an atom: 2.46 eV Å⁻¹
Calculated total energy: -8319.93774 Eh
Spin multiplicity: 3

No. 2
Density functional theory data (the ωB97M-V functional and the def2-TZVPD basis) for a molecular structure, C25H41CeCl3O2P2 in a non-equilibrium geometry.

CARTESIAN COORDINATES (ANGSTROEM)
Ce1 0.150 0.004 0.544
C1 1.760 0.357 -1.480
C2 0.557 0.958 -1.974
C3 1.201 2.134 -0.078
C4 2.177 1.088 -0.318
C5 0.200 2.037 -1.102
C6 2.482 -0.790 -2.095
H1 1.853 -1.411 -2.744
H2 2.937 -1.468 -1.364
H3 3.309 -0.424 -2.720
C7 3.223 0.618 0.623
H4 3.643 -0.385 0.431
H5 2.877 0.565 1.668
H6 4.030 1.355 0.650
C8 1.052 2.953 1.153
H7 1.719 3.818 1.089
H8 1.384 2.423 2.059
H9 0.032 3.306 1.401
C9 -0.977 2.934 -1.262
H10 -0.674 3.875 -1.742
H11 -1.447 3.222 -0.314
H12 -1.774 2.511 -1.885
C10 -0.107 0.630 -3.263
H13 0.254 1.269 -4.083
H14 -1.193 0.763 -3.243
H15 0.068 -0.398 -3.591
C11 -3.563 -6.290 -0.121
C12 -3.219 -6.157 -1.412
C13 -4.117 -6.022 -2.609
C14 -5.562 -5.552 -2.339
C15 -5.622 -4.213 -1.660
C16 -5.561 -3.932 -0.349
C17 -5.460 -4.888 0.805
C18 -4.937 -6.304 0.486
H16 -4.159 -6.967 -3.178
H17 -6.126 -6.335 -1.819
H18 -3.639 -5.298 -3.289
H19 -5.674 -6.862 -0.104
H20 -2.765 -6.448 0.617
H21 -2.159 -6.247 -1.676
H22 -4.853 -6.829 1.453
H23 -4.786 -4.428 1.545
H24 -5.694 -2.889 -0.038
H25 -6.432 -4.988 1.319
H26 -6.037 -5.432 -3.327
H27 -5.761 -3.382 -2.365
P1 -0.527 -2.477 -0.139
C19 0.521 -3.595 0.858
C20 -0.784 -3.182 -1.787
P2 -2.485 -0.363 0.328
C21 -2.181 -2.182 0.703
C22 -3.550 -0.196 -1.127
C23 -3.253 0.470 1.764
H28 0.838 -3.070 1.793
H29 1.430 -3.825 0.255
H30 -0.110 -4.483 1.062
H31 -1.461 -4.051 -1.651
H32 0.222 -3.458 -2.185
H33 -1.219 -2.395 -2.449
H34 -4.171 -0.111 1.981
H35 -3.459 1.525 1.467
H36 -2.534 0.475 2.620
H37 -2.063 -2.315 1.791
H38 -2.963 -2.811 0.258
H39 -3.813 0.885 -1.217
H40 -4.423 -0.852 -0.934
H41 -2.973 -0.500 -2.034
Cl1 1.596 2.232 5.508
C24 2.372 1.181 4.320
Cl2 3.409 2.300 3.310
Cl3 3.484 -0.013 4.996
C25 1.196 0.313 3.765
O1 0.560 -0.365 4.534
O2 0.913 0.317 2.480

Properties
Kohn-Sham gap (alpha / beta): 7.636 / 8.026 eV
LUMO energy (alpha / beta): -2.85 / -2.80 eV
Net charge: +1
Largest force on an atom: 3.10 eV Å⁻¹
Calculated total energy: -3665.80669 Eh
Energy relative to the best compared isomer or geometry (same formula, charge and spin): 43.1 kcal per mole
Spin multiplicity: 2

No. 3
Density functional theory data (the ωB97M-V functional and the def2-TZVPD basis) for 5 unconnected molecules or ions with the total composition C25H41F4I2N2O8S4.

CARTESIAN COORDINATES (ANGSTROEM)
C1 -3.593 -3.883 0.634
C2 -3.577 -3.053 -0.653
I1 -4.902 -1.361 -0.544
C3 -2.243 -2.564 -1.210
I2 -0.803 -4.163 -1.180
C4 -1.547 -1.405 -0.544
C5 -1.561 -1.218 0.823
C6 -0.841 -0.173 1.403
N1 -0.144 0.678 0.681
N2 -0.160 0.502 -0.615
C7 -0.801 -0.461 -1.267
C8 -0.698 -0.354 -2.797
F1 -0.511 -1.580 -3.333
F2 0.382 0.392 -3.088
C9 -1.958 0.303 -3.446
F3 -2.672 0.911 -2.463
F4 -1.565 1.255 -4.307
H1 -4.524 -3.737 1.176
H2 -3.518 -4.940 0.377
H3 -2.764 -3.670 1.307
H4 -4.013 -3.651 -1.450
H5 -2.385 -2.350 -2.265
H6 -2.120 -1.876 1.472
H7 -0.823 -0.011 2.471
H8 0.374 1.247 -1.120
H9 -2.571 -0.437 -3.962
C10 3.948 -5.448 0.848
C11 4.454 -4.363 -0.113
C12 3.579 -3.122 0.100
S1 3.034 -3.195 1.816
O1 1.595 -3.353 1.836
O2 3.628 -2.130 2.582
C13 3.795 -4.770 2.204
H10 4.636 -6.289 0.907
H11 2.981 -5.831 0.514
H12 5.493 -4.125 0.118
H13 4.416 -4.691 -1.151
H14 4.107 -2.182 -0.038
H15 2.678 -3.139 -0.512
H16 3.157 -5.298 2.909
H17 4.760 -4.552 2.664
C14 2.591 -2.419 7.365
C15 1.933 -2.262 5.986
C16 2.125 -3.588 5.246
S2 2.205 -4.865 6.510
O3 3.518 -5.460 6.466
O4 1.038 -5.705 6.442
C17 2.108 -3.758 7.915
H18 2.333 -1.601 8.036
H19 3.678 -2.435 7.260
H20 0.868 -2.054 6.109
H21 2.371 -1.443 5.417
H22 1.314 -3.836 4.565
H23 3.078 -3.611 4.724
H24 2.718 -4.173 8.714
H25 1.062 -3.722 8.220
C18 -2.959 5.190 -2.486
C19 -2.852 4.517 -3.864
C20 -4.272 4.395 -4.421
S3 -5.216 5.750 -3.691
O5 -6.218 5.184 -2.826
O6 -5.576 6.706 -4.700
C21 -3.883 6.386 -2.673
H26 -1.984 5.498 -2.106
H27 -3.397 4.498 -1.764
H28 -2.245 5.138 -4.527
H29 -2.375 3.539 -3.801
H30 -4.334 4.491 -5.502
H31 -4.764 3.478 -4.102
H32 -4.321 6.773 -1.756
H33 -3.407 7.192 -3.231
C22 0.957 4.746 -3.833
C23 0.433 5.724 -2.772
C24 0.502 5.008 -1.418
S4 1.875 3.855 -1.555
O7 1.346 2.498 -1.463
O8 2.956 4.211 -0.687
C25 2.254 4.172 -3.270
H34 1.131 5.238 -4.788
H35 0.235 3.943 -3.999
H36 1.061 6.616 -2.750
H37 -0.585 6.046 -2.986
H38 0.713 5.662 -0.575
H39 -0.392 4.420 -1.213
H40 2.585 3.243 -3.727
H41 3.064 4.902 -3.274

Properties
Kohn-Sham gap: 7.383 eV
LUMO energy: -4.45 eV
Net charge: +1
Largest force on an atom: 0.41 eV Å⁻¹
Calculated total energy: -4275.94570 Eh